The following is a quantum chemistry calculation of one molecule with the formula C4H8O2 at a distorted geometry, from OMol25.

```
14
Properties=species:S:1:pos:R:3:forces:R:3
O 1.6701 -1.3535 -0.4948 -0.2044 -0.2076 0.0020
C 1.3314 -0.0003 -0.7118 -0.0713 0.4173 -0.0818
C 0.4025 0.5441 0.3595 0.2719 0.1015 0.1184
C -0.9226 1.1911 -0.0307 -0.0742 0.2629 -0.0883
C -0.8862 -0.1420 0.6052 0.0081 0.4659 0.5768
O -1.2190 -1.3520 -0.0270 -0.1753 0.1336 0.3906
H 0.8261 -1.8294 -0.5038 0.2127 -0.0436 0.0650
H 0.8885 0.1403 -1.7103 0.0071 -0.0617 0.1670
H 2.2708 0.5613 -0.6959 -0.1421 -0.0683 -0.0430
H 0.8877 0.8857 1.2685 0.0798 0.1498 -0.1855
H -1.1496 1.2867 -1.0895 0.1069 -0.1395 0.1573
H -1.3278 1.9751 0.5999 0.1306 0.0922 -0.2183
H -1.2255 -0.1640 1.6444 0.1952 0.2479 -0.1914
H -1.5464 -1.7432 0.7861 -0.3451 -1.3504 -0.6689
```
Positions in Å, forces in eV/Å.

## Properties
HOMO level = -9.751 eV
Largest force on an atom = 1.5 eV Å⁻¹
ΔE to the lowest compared entry with this formula, charge and spin = 2.256 eV
LUMO level = 0.0255 Eh
Orbital gap = 0.38389 Eh
SMILES = OC[C@H]1C[C@H]1O